(1)
{"formula": "C2H8N4O2", "method": "ωB97M-V/def2-TZVPD", "symbols": ["C", "C", "H", "H", "H", "H", "H", "H", "H", "H", "N", "N", "N", "N", "O", "O"], "coordinates": [[-0.853, 1.274, -0.419], [0.259, -0.820, -0.430], [-1.568, 0.860, -1.151], [-1.332, 1.251, 0.541], [-0.675, 2.379, -0.610], [1.598, 2.017, 0.259], [0.810, 0.994, 1.387], [-0.867, -2.456, -0.464], [-2.581, -1.117, 0.467], [2.447, -0.281, 0.324], [0.363, 0.523, -0.448], [1.391, 0.967, 0.480], [-1.020, -1.452, -0.508], [1.199, -1.687, -0.160], [-1.613, -1.216, 0.779], [2.443, -1.237, -0.048]], "homo_ev": -8.08, "lumo_ha": 0.0190, "total_energy_ha": -450.32763, "homo_lumo_gap_ev": 8.59, "multiplicity": 1, "max_force_ev_per_a": 4.31, "smiles": "CN(N)/C(=N\\O)NO"}

---

(2)
{"formula": "C2H8N4O2", "method": "ωB97M-V/def2-TZVPD", "symbols": ["N", "C", "O", "O", "H", "H", "H", "N", "C", "N", "N", "H", "H", "H", "H", "H"], "coordinates": [[-0.356, 2.764, -2.608], [-0.701, 1.901, -1.597], [-1.421, 0.821, -2.015], [-0.467, 2.042, -0.435], [-0.077, 2.343, -3.483], [0.250, 3.515, -2.318], [-1.622, 0.906, -2.946], [0.903, -0.806, 2.545], [0.509, -1.918, 1.770], [-0.759, -1.831, 1.207], [1.206, -2.968, 1.587], [1.906, -0.701, 2.485], [0.465, 0.052, 2.226], [-1.116, -0.887, 1.117], [-0.781, -2.317, 0.326], [2.060, -2.915, 2.139]], "homo_ev": -8.85, "lumo_ha": 0.0070, "total_energy_ha": -450.55165, "homo_lumo_gap_ev": 9.04, "multiplicity": 1, "max_force_ev_per_a": 0.76, "smiles": "N=C(N)N.NC(=O)O"}

---

(3)
{"formula": "C2H8N4O2Rb", "method": "ωB97M-V/def2-TZVPD", "symbols": ["Rb", "C", "O", "N", "N", "H", "H", "H", "H", "C", "O", "N", "N", "H", "H", "H", "H"], "coordinates": [[-1.108, -0.176, 24.438], [-0.369, -2.589, 27.340], [-0.262, -1.403, 26.974], [-0.037, -3.681, 26.585], [-0.905, -2.891, 28.556], [-0.565, -4.530, 26.699], [0.287, -3.562, 25.641], [-0.996, -2.180, 29.253], [-1.276, -3.807, 28.729], [-3.195, 1.507, 27.032], [-3.638, 2.255, 26.171], [-1.859, 1.174, 27.109], [-4.000, 0.816, 27.894], [-1.617, 0.394, 27.691], [-1.156, 1.639, 26.576], [-3.666, 0.258, 28.656], [-4.939, 1.157, 28.016]], "total_charge": 1, "homo_ev": -13.15, "lumo_ha": -0.1325, "total_energy_ha": -474.49260, "homo_lumo_gap_ev": 9.54, "multiplicity": 1, "max_force_ev_per_a": 1.12}

---

(4)
{"formula": "C2H8N4O2Sn", "method": "ωB97M-V/def2-TZVPD", "symbols": ["Sn", "C", "O", "N", "N", "H", "H", "H", "H", "C", "O", "N", "N", "H", "H", "H", "H"], "coordinates": [[-18.607, 22.260, -1.964], [-17.373, 19.010, -3.530], [-17.967, 19.482, -2.534], [-16.662, 19.640, -4.424], [-17.308, 17.783, -3.925], [-16.512, 19.196, -5.318], [-16.560, 20.618, -4.194], [-16.495, 17.207, -4.090], [-17.841, 17.375, -3.171], [-14.942, 20.642, -1.335], [-16.067, 21.061, -1.014], [-14.537, 19.445, -1.110], [-13.993, 21.353, -1.888], [-15.171, 18.779, -0.692], [-13.529, 19.475, -1.062], [-13.230, 20.818, -2.278], [-14.232, 22.258, -2.266]], "total_charge": 2, "homo_ev": -17.26, "lumo_ha": -0.4171, "total_energy_ha": -664.13358, "homo_lumo_gap_ev": 5.91, "multiplicity": 1, "max_force_ev_per_a": 7.07}